# C4H6O7Rb4S

C4H6O7Rb4S as an isolated structure in a non-equilibrium geometry (ωB97M-V/def2-TZVPD, the OMol25 dataset).

## Properties
**Net charge**: +2
**LUMO energy**: -6.482 eV
**F_max**: 17.32 eV/A
**Energy above the lowest of the compared OMol25 structures with the same formula, charge and spin**: 388.4 kcal per mole
**HOMO level**: -14.701 eV

Geometry (Å):
Rb -3.4517 -1.4047 1.1831
Rb -1.3377 -0.3051 -3.1010
Rb -4.8837 1.4126 -1.9468
Rb -2.1549 1.9258 0.9338
S -2.7069 0.1235 -0.7150
O -2.9154 -1.2903 -0.6871
O -2.9753 0.6445 -2.0674
O -3.5607 0.7452 0.2900
O -1.2793 0.4053 -0.4425
C 0.3195 -0.0997 0.4856
C 1.7610 -0.3066 0.0702
C 2.6820 0.7578 0.5299
O 3.8723 0.0841 0.9434
C 3.5519 -1.2177 1.0112
O 4.2248 -2.1647 1.3609
O 2.2405 -1.4869 0.5568
H -0.0259 0.9062 0.7244
H 0.0373 -0.7910 1.2796
H -0.3228 -0.4309 -0.3304
H 1.7462 -0.3719 -1.0178
H 2.4057 1.4811 1.2971
H 2.7729 1.3834 -0.3580